C16H12Br2IrN | ωB97M-V with the def2-TZVPD basis set

Results
total charge	+2
LUMO level	-8.53	eV
highest occupied orbital energy	-0.5463	hartree
Kohn-Sham gap	0.233	hartree

The geometry in XYZ format:
```
32
C16H12Br2IrN (ωB97M-V with the def2-TZVPD basis set)
Ir -0.9166 0.4699 1.9183
C 4.3792 -0.7665 0.8870
C 3.0557 -1.1109 1.5024
C 2.8390 -2.3056 2.1852
C 1.6011 -2.6099 2.7511
C 0.6286 -1.6664 2.6001
Br -1.1854 -1.7371 3.1992
N 0.8033 -0.5040 1.9625
C 1.9901 -0.2218 1.4053
H 5.0796 -1.5924 0.9817
H 4.8136 0.1052 1.3777
H 4.2659 -0.5333 -0.1718
H 3.6470 -3.0206 2.2777
H 1.4178 -3.5356 3.2782
H 2.0714 0.7236 0.8874
Br -0.3239 2.6639 1.0420
C -0.9831 2.3514 -0.7318
C -0.8702 3.3002 -1.7006
C -1.4873 3.0335 -2.9393
C -2.1910 1.8750 -3.1299
C -2.2990 0.9021 -2.1074
C -3.0469 -0.2882 -2.2688
C -3.1503 -1.2008 -1.2543
C -2.4783 -0.9912 -0.0366
C -1.7463 0.1613 0.1708
C -1.6552 1.1351 -0.8686
H -0.3472 4.2325 -1.5343
H -1.4131 3.7670 -3.7297
H -2.6861 1.6917 -4.0747
H -3.5420 -0.4681 -3.2147
H -3.7333 -2.1015 -1.3859
H -2.5374 -1.7586 0.7219
```